The following is a DFT calculation (the ωB97M-V functional and the def2-TZVPD basis) of a structure of composition C32H33Cl2NO2PPdS2.

```
74
Properties=species:S:1:pos:R:3:forces:R:3
Pd 0.197 0.017 -0.131 -0.2 0.0 -0.2
Cl 2.634 1.740 1.475 0.0 0.0 0.0
C 2.347 0.742 2.871 0.0 0.0 0.0
C 3.446 0.461 3.663 0.0 0.0 0.0
C 3.304 -0.324 4.797 0.0 0.0 0.0
C 2.050 -0.820 5.113 0.0 0.0 0.0
C 0.968 -0.530 4.302 0.0 0.0 0.0
Cl -0.561 -1.228 4.769 0.0 0.0 0.0
C 1.043 0.266 3.140 0.1 0.0 -0.1
S -0.348 0.630 2.173 0.0 0.1 -0.1
H 4.409 0.866 3.382 0.0 0.0 0.0
H 4.158 -0.547 5.423 0.0 0.0 0.0
H 1.901 -1.443 5.985 0.0 0.0 0.0
C -1.064 1.783 -3.288 0.0 0.0 0.0
C -0.762 3.000 -2.417 0.0 0.0 0.0
C -1.580 2.964 -1.130 0.1 0.0 0.0
C 0.738 3.109 -2.103 0.0 0.0 0.0
C 1.599 3.518 -3.312 0.0 0.0 0.0
O 2.658 2.549 -3.346 0.0 0.0 0.0
C 2.329 1.603 -2.401 0.0 0.0 0.0
N 1.313 1.828 -1.690 0.0 0.0 0.1
C 3.274 0.461 -2.346 0.0 0.0 0.0
C 4.587 0.756 -2.731 0.0 0.0 0.0
C 5.571 -0.213 -2.732 0.0 0.0 0.0
C 5.244 -1.513 -2.374 0.0 0.0 0.0
C 3.944 -1.813 -2.016 0.0 0.0 0.0
C 2.934 -0.847 -1.970 0.0 -0.1 -0.1
P 1.226 -1.419 -1.484 0.2 0.0 0.5
C 1.609 -2.416 0.021 0.1 0.0 0.0
C 0.700 -3.401 0.427 0.0 0.0 0.0
C 0.830 -4.020 1.659 0.0 0.0 0.0
C 1.867 -3.669 2.515 0.0 0.0 0.0
C 2.777 -2.701 2.120 0.0 0.0 0.0
C 2.655 -2.084 0.883 0.0 0.0 0.0
C 1.103 -2.739 -2.777 -0.1 0.1 -0.1
C 1.380 -4.092 -2.603 0.0 0.0 0.0
C 1.265 -4.981 -3.664 0.0 0.0 0.0
C 0.875 -4.533 -4.918 0.0 0.0 0.0
C 0.595 -3.186 -5.104 0.0 0.0 0.0
C 0.700 -2.305 -4.040 0.0 0.0 0.0
H -2.116 1.777 -3.581 0.0 0.0 0.0
H -0.852 0.868 -2.729 0.0 0.0 0.0
H -0.463 1.768 -4.202 0.0 0.0 0.0
H -1.023 3.908 -2.979 0.0 0.0 0.0
H -1.271 2.108 -0.521 -0.1 0.0 0.0
H -2.646 2.875 -1.351 0.0 0.0 0.0
H -1.426 3.866 -0.533 0.0 0.0 0.0
H 0.867 3.805 -1.269 0.0 0.0 0.0
H 2.038 4.511 -3.222 0.0 0.0 0.0
H 1.046 3.452 -4.252 0.0 0.0 0.0
H 4.825 1.767 -3.028 0.0 0.0 0.0
H 6.583 0.043 -3.020 0.0 0.0 0.0
H 5.997 -2.292 -2.379 0.0 0.0 0.0
H 3.694 -2.832 -1.748 0.0 0.0 0.0
H -0.145 -3.640 -0.212 0.0 0.0 0.0
H 0.102 -4.763 1.962 0.0 0.0 0.0
H 1.948 -4.128 3.493 0.0 0.0 0.0
H 3.567 -2.394 2.794 0.0 0.0 0.0
H 3.350 -1.298 0.614 0.0 0.0 0.0
H 1.691 -4.459 -1.634 0.0 0.0 0.0
H 1.482 -6.031 -3.508 0.0 0.0 0.0
H 0.783 -5.229 -5.743 0.0 0.0 0.0
H 0.281 -2.825 -6.076 0.0 0.0 0.0
H 0.456 -1.256 -4.182 0.0 0.0 0.0
C -4.120 -0.818 -1.020 0.0 0.0 0.0
S -2.397 -1.272 -0.692 -0.1 0.0 0.0
C -2.655 -1.696 1.028 0.1 0.0 0.1
O -2.192 -2.567 -1.410 0.0 0.0 0.0
H -4.773 -1.649 -0.750 0.0 0.0 0.0
H -4.196 -0.614 -2.087 0.0 0.0 0.0
H -4.369 0.079 -0.451 0.0 0.0 0.0
H -2.924 -0.800 1.587 0.0 0.0 0.0
H -1.697 -2.043 1.413 0.0 0.0 0.0
H -3.423 -2.468 1.085 0.0 0.0 0.0
```
Forces are in eV/Å.

As for the relative energy (zero: lowest compared OMol25 entry of this formula, charge and spin): 30.6 kcal/mol. The charge is -1.

These are the Löwdin partial charges, in e, on atoms 1 to 6: number 1, Pd, carries 0.045; number 2, Cl, carries 0.638; number 3, C, carries -0.692; number 4, C, carries -0.155; number 5, C, carries -0.129; number 6, C, carries -0.155



The following is a DFT calculation (the ωB97M-V functional and the def2-TZVPD basis) of a cluster of 5 separate species, C32H33F3N7O10S in total.

```
86
Properties=species:S:1:pos:R:3:forces:R:3
C -2.135 4.683 -0.803 -0.2 0.0 0.4
C -2.150 3.770 0.234 0.8 1.2 -1.9
N -1.685 2.378 -0.007 -2.9 -1.5 1.2
C -2.732 1.579 -0.315 -0.3 -0.2 0.0
N -3.475 1.860 -1.413 -0.3 0.8 -0.4
N -3.063 0.445 0.424 1.1 -0.2 -0.1
C -1.886 -0.388 0.779 0.4 -0.5 0.0
C -0.571 0.382 0.685 0.0 1.3 0.8
S 0.221 0.225 -0.943 -1.2 -2.2 -0.8
O -0.787 -0.293 -1.798 -1.0 0.8 -0.5
O 1.368 -0.581 -0.848 1.5 0.7 0.6
F 0.545 1.655 -1.499 0.3 -0.2 0.6
C -0.871 1.843 1.077 1.8 0.3 -0.5
F -1.556 1.867 2.280 -0.5 -0.2 -0.1
C 0.424 2.610 1.314 0.2 0.2 0.8
C 1.027 2.215 2.682 0.0 0.0 -0.3
F 2.393 2.099 2.547 0.1 0.0 0.0
H -1.393 5.481 -0.844 -1.4 1.3 1.2
H -2.867 4.677 -1.607 1.3 -1.3 -1.2
H -2.542 4.039 1.207 1.6 -0.1 0.7
H -4.233 2.524 -1.443 0.0 -0.1 0.1
H -3.195 1.401 -2.270 -0.2 -0.2 0.1
H -3.447 0.761 1.319 -0.6 0.1 -0.3
H -1.973 -0.750 1.799 -0.1 0.2 0.1
H -1.883 -1.283 0.166 0.0 0.1 -0.2
H 0.161 0.040 1.411 0.1 -0.4 -0.2
H 0.264 3.687 1.339 -0.2 0.0 -0.3
H 1.190 2.402 0.569 -0.2 0.0 -0.1
H 0.669 1.247 3.037 -0.1 0.1 0.1
H 0.822 2.981 3.425 0.0 -0.1 0.1
C 5.338 2.732 -2.258 0.0 0.0 0.0
C 6.038 3.918 -2.087 -0.1 -0.1 0.0
C 5.929 4.626 -0.901 0.2 0.2 -0.1
C 5.119 4.131 0.105 0.0 -0.2 -0.2
C 4.409 2.953 -0.052 -0.2 -0.2 0.1
C 4.521 2.252 -1.242 0.1 0.1 -0.1
N 5.017 4.864 1.376 0.0 0.1 0.2
O 5.637 5.902 1.480 -0.1 -0.1 0.0
O 4.316 4.383 2.248 0.0 0.1 -0.1
H 5.430 2.179 -3.183 0.0 0.0 0.0
H 6.673 4.291 -2.879 0.0 0.0 0.0
H 6.475 5.549 -0.770 0.0 0.0 0.1
H 3.778 2.577 0.739 0.1 0.1 0.1
H 3.974 1.327 -1.377 0.0 0.0 0.0
C -8.383 0.930 -5.430 0.0 0.0 0.0
C -7.649 1.998 -4.932 0.0 -0.1 0.0
C -7.282 2.023 -3.597 0.1 0.2 0.0
C -7.652 0.971 -2.776 0.0 0.0 -0.3
C -8.390 -0.096 -3.258 -0.1 -0.2 0.1
C -8.756 -0.113 -4.593 0.1 0.1 -0.1
N -7.246 0.979 -1.366 0.0 0.0 0.1
O -6.608 1.940 -0.955 0.1 0.0 -0.1
O -7.560 0.032 -0.681 0.0 0.1 0.0
H -8.665 0.910 -6.475 0.0 0.0 0.0
H -7.362 2.810 -5.585 0.0 0.0 0.0
H -6.712 2.856 -3.213 0.0 0.0 0.1
H -8.679 -0.910 -2.609 0.1 0.1 0.1
H -9.330 -0.942 -4.983 0.0 0.0 0.0
C 1.366 -3.081 6.426 0.0 0.0 0.0
C 0.911 -1.935 5.787 0.0 -0.1 0.0
C 0.572 -1.979 4.446 -0.1 0.2 0.0
C 0.689 -3.177 3.760 0.0 0.1 0.2
C 1.147 -4.325 4.383 0.1 -0.3 0.0
C 1.488 -4.272 5.724 0.0 0.1 0.0
N 0.310 -3.239 2.347 0.0 -0.1 -0.1
O -0.073 -2.208 1.801 0.1 -0.1 0.2
O 0.394 -4.303 1.780 -0.1 0.1 0.1
H 1.626 -3.045 7.476 0.0 0.0 0.0
H 0.819 -1.008 6.336 0.0 0.0 0.0
H 0.218 -1.086 3.953 0.0 -0.1 -0.1
H 1.240 -5.254 3.840 -0.1 0.1 -0.1
H 1.845 -5.161 6.224 0.0 0.0 0.0
C 2.886 -4.473 -0.153 0.1 0.0 -0.1
C 3.753 -3.709 -0.924 0.0 -0.1 0.1
C 4.698 -4.329 -1.724 0.1 0.3 -0.1
C 4.760 -5.711 -1.744 -0.2 0.1 0.2
C 3.907 -6.485 -0.978 -0.1 -0.2 0.1
C 2.966 -5.858 -0.177 0.0 0.1 0.0
N 5.747 -6.372 -2.611 0.2 -0.1 -0.1
O 6.493 -5.663 -3.257 -0.1 0.0 0.1
O 5.754 -7.587 -2.631 0.0 0.1 0.0
H 2.147 -3.988 0.464 0.0 0.0 0.0
H 3.688 -2.630 -0.902 0.0 0.0 0.0
H 5.373 -3.735 -2.323 0.1 -0.1 -0.1
H 3.967 -7.563 -0.998 0.1 0.0 -0.1
H 2.290 -6.450 0.426 0.0 0.0 0.0
```
Forces are in eV/Å.

The charge is +1.

These are the Löwdin partial charges, in e, on atoms 1 to 6: number 1, C, carries 0.113; number 2, C, carries -0.059; number 3, N, carries 0.059; number 4, C, carries -0.267; number 5, N, carries 0.189; number 6, N, carries 0.115



Number 1: orbital gap 5.6 eV, electronic energy -98790.8722 eV. Number 2: orbital gap 6.2 eV, electronic energy -83589.5163 eV.